Molecular formula: C5H7NO
Method: DFT, ωB97M-V with the def2-TZVPD basis set

As for the SMILES: CC1=CNC(=O)C1. The orbital gap is 0.3409 hartree. Its LUMO energy is 0.828 eV. Its energy above the lowest of the compared OMol25 structures with the same formula, charge and spin is 13.3 kJ/mol.

```
14
Properties=species:S:1:pos:R:3:lowdin_charge:R:1
C 0.290 -0.685 -1.892 -0.06
C -0.010 -0.252 -0.481 -0.28
C -0.997 -0.661 0.327 -0.06
N -0.903 -0.080 1.616 0.09
C 0.198 0.751 1.691 -0.47
O 0.550 1.358 2.679 0.06
C 0.778 0.796 0.279 -0.04
H -0.161 0.000 -2.621 0.08
H -0.095 -1.692 -2.089 0.08
H 1.371 -0.696 -2.079 0.08
H -1.765 -1.402 0.128 0.12
H -1.662 0.070 2.261 0.15
H 1.866 0.692 0.270 0.13
H 0.541 1.801 -0.092 0.14
```

Molecular formula: C57H47N4O9S3
Method: DFT, ωB97M-V with the def2-TZVPD basis set

The orbital gap is 0.2497 hartree. Its LUMO energy is -4.212 eV. Its charge is +1.

```
120
Properties=species:S:1:pos:R:3:lowdin_charge:R:1
O 1.258 4.520 -3.150 0.11
C 2.323 4.453 -3.661 -0.38
O 2.528 4.488 -4.985 -0.02
C 1.434 3.984 -5.755 -0.16
C 1.078 2.546 -5.399 -0.16
C 0.512 1.766 -6.619 -0.14
C -0.844 1.123 -6.377 -0.09
N -0.830 -0.341 -5.955 -0.22
C -2.251 -0.818 -5.945 -0.09
C -3.186 -0.130 -4.946 -0.20
O -3.559 -1.116 -3.983 -0.05
C -0.277 -0.457 -4.545 -0.08
C 1.223 -0.654 -4.447 -0.23
C 1.713 -0.278 -3.048 -0.47
S 3.276 -1.065 -2.649 0.92
C 4.360 -0.005 -3.602 -1.02
S 4.526 1.554 -3.200 0.77
N 4.997 -0.589 -4.678 -0.15
C 5.762 0.059 -5.635 -0.07
C 6.147 -0.926 -6.502 -0.12
N 5.669 -2.152 -6.106 0.08
C 4.981 -1.941 -5.022 -0.16
N -0.041 -1.008 -6.944 0.10
C 0.016 -2.242 -6.910 -0.73
S 0.119 -3.765 -6.833 0.94
H 3.253 4.331 -3.105 0.13
H 0.561 4.622 -5.638 0.14
H 1.752 4.045 -6.792 0.13
H 1.953 2.047 -4.987 0.09
H 0.304 2.566 -4.633 0.11
H 1.283 1.093 -6.978 0.11
H 0.358 2.503 -7.405 0.12
H -1.383 1.714 -5.647 0.13
H -1.406 1.129 -7.307 0.14
H -2.283 -1.875 -5.693 0.13
H -2.627 -0.740 -6.961 0.14
H -2.755 0.718 -4.423 0.12
H -4.088 0.162 -5.478 0.13
H -3.496 -0.720 -3.106 0.09
H -0.797 -1.263 -4.034 0.14
H -0.555 0.452 -4.018 0.13
H 1.802 -0.151 -5.215 0.10
H 1.439 -1.716 -4.565 0.10
H 1.789 0.802 -2.934 0.06
H 0.995 -0.638 -2.311 0.08
H 5.993 1.104 -5.663 0.10
H 6.742 -0.751 -7.381 0.10
H 4.464 -2.695 -4.461 0.10
C -8.730 -3.140 0.442 -0.05
C -8.013 -2.886 -0.723 -0.06
C -6.848 -2.140 -0.672 -0.01
C -6.399 -1.635 0.542 -0.09
C -7.131 -1.873 1.707 -0.08
C -8.290 -2.635 1.653 0.00
C -6.695 -1.308 3.017 -0.28
O -7.326 -1.521 4.028 0.12
C -5.463 -0.469 3.041 -0.08
C -5.062 0.111 4.237 0.01
C -3.912 0.880 4.282 -0.04
C -3.152 1.069 3.133 -0.05
C -3.550 0.498 1.936 -0.01
C -4.710 -0.266 1.882 -0.09
C -5.136 -0.849 0.582 -0.27
O -4.470 -0.686 -0.424 0.07
H -9.635 -3.730 0.401 0.11
H -8.364 -3.273 -1.670 0.11
H -6.284 -1.944 -1.573 0.11
H -8.845 -2.825 2.562 0.12
H -5.654 -0.043 5.129 0.12
H -3.600 1.335 5.213 0.11
H -2.250 1.665 3.176 0.10
H -2.965 0.644 1.040 0.11
C -2.000 6.785 5.949 -0.05
C -1.082 7.789 6.237 -0.05
C 0.270 7.497 6.301 0.00
C 0.709 6.198 6.088 -0.08
C -0.214 5.185 5.819 -0.08
C -1.568 5.486 5.741 0.00
C 0.229 3.776 5.630 -0.28
O -0.572 2.894 5.389 0.09
C 1.682 3.474 5.752 -0.08
C 2.114 2.159 5.633 0.00
C 3.462 1.862 5.730 -0.06
C 4.388 2.879 5.939 -0.05
C 3.963 4.191 6.063 0.00
C 2.611 4.493 5.978 -0.08
C 2.170 5.907 6.145 -0.28
O 2.976 6.794 6.326 0.11
H -3.056 7.017 5.891 0.11
H -1.423 8.801 6.410 0.11
H 0.989 8.274 6.520 0.12
H -2.278 4.701 5.522 0.12
H 1.390 1.373 5.468 0.12
H 3.796 0.836 5.643 0.11
H 5.442 2.645 6.009 0.11
H 4.677 4.986 6.230 0.12
C 0.126 -4.717 -0.398 -0.06
C 0.911 -3.601 -0.671 -0.07
C 1.958 -3.261 0.168 -0.01
C 2.220 -4.032 1.292 -0.08
C 1.421 -5.139 1.578 -0.07
C 0.380 -5.484 0.726 0.00
C 1.658 -5.957 2.806 -0.27
O 0.965 -6.921 3.047 0.12
C 2.760 -5.546 3.719 -0.08
C 2.966 -6.260 4.892 0.00
C 3.994 -5.901 5.747 -0.05
C 4.827 -4.833 5.430 -0.05
C 4.624 -4.115 4.263 0.00
C 3.586 -4.462 3.408 -0.08
C 3.365 -3.660 2.175 -0.28
O 4.085 -2.727 1.889 0.11
H -0.688 -4.984 -1.059 0.11
H 0.703 -2.996 -1.547 0.08
H 2.574 -2.397 -0.042 0.09
H -0.227 -6.349 0.950 0.12
H 2.318 -7.091 5.132 0.12
H 4.151 -6.454 6.663 0.11
H 5.634 -4.559 6.096 0.11
H 5.266 -3.282 4.013 0.12
```

Molecular formula: C2H7N5
Method: DFT, ωB97M-V with the def2-TZVPD basis set

The orbital gap is 0.2906 hartree. Its LUMO energy is 0.848 eV. Its energy above the lowest of the compared OMol25 structures with the same formula, charge and spin is 519.4 kJ/mol.

```
14
Properties=species:S:1:pos:R:3:lowdin_charge:R:1
C -2.438 -2.374 -1.733 -0.07
C 1.787 0.564 1.196 0.00
N -2.528 -1.785 -0.754 0.06
N 0.508 0.576 0.863 -0.37
N -0.135 1.018 -0.144 -0.09
N -0.408 -0.122 1.695 0.04
N 0.662 1.630 -1.094 0.01
H -2.231 -2.656 -2.715 0.04
H 2.503 1.115 0.669 0.01
H 2.174 -0.002 1.959 0.02
H -0.610 -1.144 1.311 0.12
H -1.282 0.465 1.621 0.10
H 1.700 1.465 -0.948 0.07
H 0.298 1.253 -1.926 0.05
```

Molecular formula: C23H28Cl4N2O4S3SiZr
Method: DFT, ωB97M-V with the def2-TZVPD basis set

The orbital gap is 0.2989 hartree. Its LUMO energy is -0.385 eV.

```
66
Properties=species:S:1:pos:R:3:lowdin_charge:R:1
Zr 1.011 -1.318 -1.403 1.48
Cl -3.237 -5.514 0.996 0.69
C -2.196 -4.674 -0.081 -0.70
C -2.459 -4.671 -1.449 -0.70
Cl -3.831 -5.495 -2.072 0.69
C -1.605 -4.000 -2.320 -0.61
Cl -1.894 -3.959 -4.013 0.74
C -0.482 -3.335 -1.841 -0.39
O 0.384 -2.676 -2.636 -0.28
C -0.220 -3.328 -0.446 -0.40
O 0.860 -2.648 -0.030 -0.40
C -1.087 -3.995 0.416 -0.61
Cl -0.740 -3.955 2.097 0.73
C 3.385 -3.820 -1.013 -0.18
Si 4.074 -2.193 -1.713 0.44
C 5.927 -2.195 -1.334 -0.19
C 3.733 -2.317 -3.584 -0.18
C 3.103 -0.705 -1.081 -0.38
H 4.110 -4.627 -1.136 0.04
H 2.470 -4.101 -1.535 0.02
H 3.158 -3.734 0.050 0.03
H 6.437 -2.977 -1.899 0.03
H 6.086 -2.392 -0.272 0.03
H 6.396 -1.240 -1.574 0.02
H 4.218 -3.193 -4.017 0.04
H 4.094 -1.445 -4.132 0.02
H 2.658 -2.430 -3.753 0.01
H 3.404 0.218 -1.586 0.00
H 3.252 -0.575 -0.002 0.01
C 1.963 0.600 -4.248 -0.09
O 1.060 0.117 -3.237 -0.42
C 0.078 1.010 -2.780 -1.31
S 0.159 2.612 -3.088 0.69
S -1.114 0.154 -1.908 0.63
H 2.334 -0.279 -4.764 0.08
H 2.781 1.156 -3.793 0.09
H 1.430 1.243 -4.940 0.07
C 0.062 5.338 0.971 -0.10
C -0.036 3.827 0.800 -0.24
C -1.400 3.288 1.221 -0.16
N -1.457 1.828 1.059 0.03
C -0.773 0.977 1.828 -0.78
S 0.006 -0.389 1.220 0.73
N -0.679 1.188 3.175 0.11
C -1.446 1.910 4.110 -0.40
O -0.930 2.203 5.161 0.12
C -2.876 2.184 3.814 -0.18
C -3.455 3.347 4.314 -0.02
C -4.805 3.585 4.129 -0.07
C -5.589 2.656 3.456 -0.07
C -5.022 1.481 2.985 -0.06
C -3.668 1.245 3.159 -0.02
H 1.062 5.683 0.709 0.07
H -0.142 5.631 2.002 0.07
H -0.652 5.846 0.320 0.08
H 0.733 3.331 1.400 0.12
H 0.141 3.562 -0.243 0.07
H -2.192 3.714 0.603 0.14
H -1.604 3.561 2.253 0.10
H -1.459 1.539 0.085 0.03
H 0.091 0.691 3.603 0.13
H -2.840 4.061 4.848 0.12
H -5.251 4.489 4.523 0.11
H -6.645 2.843 3.317 0.11
H -5.636 0.743 2.487 0.11
H -3.236 0.315 2.811 0.12
```

no.,F_max (eV/A)
1,0.423
2,1.462
3,3.224
4,3.528